[1]
14
Properties=species:S:1:pos:R:3:forces:R:3 method="wB97M-V/def2-TZVPD" multiplicity=1 fmax_ev_per_a=4.810 homo_ha="-0.3083 / -0.3112" e_above_lowest_kj_mol=433.0 energy_ev=-7007.224
C -1.130901 -0.626990 0.607532 -0.1 2.4 -2.1
C -0.341808 0.756593 0.543545 0.7 -1.1 -1.8
C 0.418227 0.997377 -0.861097 0.5 -2.1 2.6
C 2.569697 -0.233820 -0.664661 -4.4 0.4 1.9
F 2.707044 -0.145678 0.670807 0.3 0.1 0.3
H -1.990443 -0.613058 -0.148552 1.1 0.0 1.1
H -0.509609 -1.478784 0.378507 0.3 -0.2 0.2
H -1.512266 -0.589528 1.587034 -0.7 -0.8 1.2
H -1.050588 1.578092 0.819302 0.5 -0.4 -0.6
H 0.442533 0.779598 1.340859 -0.5 -0.1 -0.7
H -0.014238 0.965279 -1.846349 -0.6 -0.8 0.0
H 1.012162 1.840462 -0.814983 1.3 1.8 0.2
H 3.105562 0.428208 -1.190057 2.0 2.5 -1.6
H 2.604679 -1.221273 -0.976380 -0.3 -1.8 -0.6

[2]
19
Properties=species:S:1:pos:R:3:forces:R:3 method="wB97M-V/def2-TZVPD" multiplicity=1 fmax_ev_per_a=0.652 homo_ha=-0.2691 e_above_lowest_kj_mol=296.9 energy_ev=-10946.190
C 1.327534 -0.644081 0.863412 -0.4 -0.4 0.3
C 0.950797 -1.510427 -0.285079 -0.2 0.0 0.1
C -0.138707 -1.531910 -1.024925 0.2 -0.3 0.1
N 2.055065 -2.475626 -0.670700 0.0 0.5 0.0
H 0.400274 -0.230432 1.275185 -0.1 0.1 -0.2
H 1.759749 -1.261306 1.659812 0.3 0.1 0.0
H 1.960280 0.198467 0.589277 0.2 -0.1 -0.1
H -0.256726 -2.256759 -1.824275 -0.1 0.1 -0.1
H -0.903053 -0.797230 -0.817438 -0.1 0.1 0.1
H 2.309453 -3.147465 0.057496 -0.1 0.2 0.1
H 2.856620 -1.868848 -0.865472 0.2 -0.4 -0.1
H 1.796537 -2.988274 -1.507565 0.0 0.0 -0.2
O -0.433429 1.421639 -0.792960 0.2 0.0 -0.1
C -1.137041 1.514939 0.238743 0.0 0.3 -0.2
O -1.414756 0.575454 1.025803 0.0 -0.3 0.2
C -1.685035 2.894717 0.608877 0.0 0.0 0.4
H -0.920820 3.440459 1.170131 0.1 -0.1 -0.1
H -1.950585 3.509589 -0.246655 0.0 -0.1 -0.2
H -2.527634 2.757145 1.285497 -0.1 0.1 -0.1

[3]
12
Properties=species:S:1:pos:R:3:forces:R:3 method="wB97M-V/def2-TZVPD" multiplicity=1 smiles="O=C=NC=S.C#CN" fmax_ev_per_a=4.223 homo_ha=-0.3231 e_above_lowest_kj_mol=360.5 energy_ev=-20071.993
C -0.215413 -1.391409 1.206113 1.6 -2.0 0.8
C -0.101073 -0.275598 -2.131345 0.0 3.0 -1.1
C -0.465295 -0.227195 1.398103 0.1 -0.6 0.2
C 1.460792 0.546953 -0.379010 -1.0 0.1 -1.8
N 0.626760 0.464296 -1.249968 0.5 1.0 0.5
N -0.865300 1.039230 1.638851 3.4 0.6 -2.4
O 2.276021 0.891138 0.351663 1.0 0.0 1.2
S -0.172584 -1.838997 -2.029968 -0.6 -1.8 -0.6
H 0.357976 -2.367446 1.354100 -1.4 2.0 -0.5
H -0.523609 0.504583 -2.912937 0.3 -2.2 1.3
H -0.604614 1.680310 0.825286 -1.1 -1.0 1.8
H -1.773661 0.974135 1.929111 -2.9 0.9 0.6

[4]
108
Properties=species:S:1:pos:R:3:forces:R:3 method="wB97M-V/def2-TZVPD" multiplicity=1 total_charge=+1 fmax_ev_per_a=2.441 homo_ha=-0.3995 energy_ev=-221034.454
C -0.024938 -3.947063 -1.309434 -0.3 -0.1 0.8
C 0.149199 -3.312010 0.086323 0.5 -0.9 -0.4
C 1.281483 -2.323435 0.172747 -0.5 0.8 0.3
N 1.121210 -1.199332 -0.814892 0.2 -0.4 0.9
C 2.213967 -0.316131 -0.665389 -0.8 -0.9 -0.8
C 2.250647 0.729565 0.203650 -0.9 -0.2 0.5
C 1.096236 1.099748 1.068123 0.7 1.3 0.0
C 0.322564 2.324369 0.529516 -0.6 -0.3 -0.1
C -0.762035 1.974207 -0.503679 -0.4 0.5 0.0
C -2.155602 2.570557 -0.171634 -0.1 -1.1 -0.1
C -3.272691 1.510136 -0.290284 -0.4 0.2 -0.7
C -4.550711 2.084402 -0.948506 0.1 -0.2 1.2
C -5.859319 1.458938 -0.408642 0.5 0.1 -1.1
C -6.521739 0.446179 -1.381557 0.3 0.6 1.0
C -7.965464 0.820377 -1.707444 0.2 -1.0 -0.7
C -8.707957 -0.398516 -2.324967 -0.1 0.9 0.3
C -9.883841 -0.891873 -1.488487 -0.1 0.0 -0.6
O -11.091729 -0.470364 -2.101406 0.0 0.2 0.0
C -12.199721 -1.203087 -1.622890 0.2 0.0 -0.3
N 3.374973 1.441723 0.242677 -0.4 0.5 0.6
C 4.464043 1.201883 -0.477942 0.8 1.3 0.4
C 5.616490 2.105178 -0.222454 0.0 0.0 0.5
C 4.462610 0.176264 -1.373834 0.6 -0.6 -0.8
C 5.715494 -0.088561 -2.115745 0.9 -0.4 0.3
Br 7.205075 -0.516262 -0.963100 -0.6 -0.2 -0.2
C 5.898864 -0.050659 -3.432217 0.1 0.2 0.2
C 4.817257 0.299933 -4.405931 0.6 -0.1 -0.5
Br 7.584001 -0.427272 -4.193533 -0.3 0.0 0.0
C 3.299609 -0.566637 -1.471890 0.2 -0.3 -1.1
C 3.199590 -1.696200 -2.469446 1.1 -2.1 -0.6
O 3.972488 -2.636293 -2.397740 -1.4 1.6 0.1
O 2.273752 -1.669964 -3.472290 0.6 0.4 0.7
C 1.525385 -0.499490 -3.628559 -0.9 0.8 -0.4
O 0.923623 -0.574612 -4.915966 0.2 -0.4 0.3
C 0.487465 0.617791 -5.356873 -0.1 0.3 -0.6
F -0.146783 1.328199 -4.401323 0.1 0.0 0.1
F 1.506553 1.378729 -5.800767 0.0 0.1 0.2
F -0.351821 0.439267 -6.355217 0.0 -0.2 0.0
H 0.855919 -3.821831 -1.930280 0.0 0.2 -0.2
H -0.177506 -5.013691 -1.178878 0.0 -0.2 -0.1
H -0.926837 -3.563484 -1.773938 0.1 0.1 -0.4
H -0.779677 -2.902253 0.472032 -0.1 0.3 -0.1
H 0.401904 -4.117761 0.772986 0.0 0.0 0.3
H 2.265194 -2.774549 0.062459 0.0 -0.2 -0.4
H 1.271426 -1.868671 1.170602 0.2 -0.1 0.2
H 0.259874 -0.725374 -0.571133 -0.1 0.0 -0.1
H 1.503512 1.393015 2.036414 -0.1 -0.2 0.3
H 0.433503 0.257367 1.194143 -0.1 -0.2 0.2
H -0.186016 2.764705 1.381518 0.0 0.1 0.2
H 0.978576 3.101790 0.138854 0.3 0.0 0.0
H -0.910590 0.898470 -0.580123 0.2 -0.2 0.1
H -0.506651 2.328843 -1.499635 0.3 -0.1 -0.1
H -2.420641 3.363058 -0.862154 0.3 0.4 0.1
H -2.163070 2.937289 0.851552 0.0 0.4 0.0
H -3.520734 1.077927 0.676679 0.1 0.0 0.2
H -2.952831 0.680754 -0.923617 0.2 -0.1 0.1
H -4.470557 1.961768 -2.024245 -0.1 0.2 -0.2
H -4.563228 3.145317 -0.708596 -0.1 0.2 -0.2
H -5.623482 0.982340 0.536417 -0.2 0.0 0.3
H -6.551233 2.274976 -0.229676 -0.2 0.0 0.2
H -5.909912 0.386182 -2.280083 -0.1 -0.1 -0.2
H -6.483793 -0.531301 -0.902562 -0.2 -0.2 -0.1
H -8.458773 1.167285 -0.804586 -0.2 0.1 0.1
H -7.977237 1.618521 -2.444476 0.1 0.4 0.1
H -7.981483 -1.179991 -2.522082 0.0 -0.3 0.0
H -9.119415 -0.090712 -3.281900 -0.1 -0.2 -0.2
H -9.892517 -1.984176 -1.451719 0.1 -0.1 0.3
H -9.838937 -0.446248 -0.491644 0.0 -0.4 0.3
H -12.180108 -1.297403 -0.536545 -0.1 0.0 0.1
H -13.102505 -0.692171 -1.937036 -0.1 0.1 0.0
H -12.198205 -2.194274 -2.082729 0.0 -0.2 0.2
H 3.399020 2.219562 0.893017 0.1 0.1 0.0
H 6.198278 1.669768 0.588512 0.1 0.0 0.1
H 5.274928 3.081387 0.112119 0.0 0.2 -0.2
H 6.280598 2.176004 -1.071195 0.0 0.2 -0.2
H 4.315915 1.234752 -4.175998 -0.2 0.0 0.2
H 4.134777 -0.532650 -4.505816 -0.3 -0.1 0.0
H 5.275020 0.413671 -5.381128 -0.1 0.1 -0.2
H 2.114387 0.414045 -3.587140 0.5 -0.1 0.0
H 0.729435 -0.407017 -2.900894 0.0 -0.4 0.2
C 5.111629 -4.100177 0.802976 0.0 -0.3 0.3
C 5.837963 -3.009212 1.555074 -0.1 0.0 -0.4
O 6.078027 -3.389966 2.921158 -0.1 0.2 0.2
C 7.066390 -4.258139 3.116394 -0.1 0.2 -0.4
O 7.763068 -4.732375 2.272617 0.1 -0.1 0.1
C 7.214870 -4.547092 4.617414 0.0 -0.2 0.5
F 6.032786 -4.837922 5.173305 0.0 0.0 -0.1
F 7.713355 -3.475195 5.248035 0.0 0.1 -0.1
F 8.032243 -5.567856 4.826010 0.0 0.0 -0.1
H 4.184175 -4.363741 1.317674 0.0 0.1 0.0
H 4.880310 -3.777244 -0.204850 0.0 0.1 -0.2
H 5.714014 -5.004838 0.742601 0.1 0.1 -0.1
H 5.224788 -2.107698 1.601567 0.0 0.0 0.2
H 6.775482 -2.740140 1.072189 0.1 -0.1 0.1
C 2.129069 2.968101 6.413282 -0.2 -0.1 0.1
C 1.650763 3.480313 5.071186 0.5 0.1 0.2
O 0.275188 3.129679 4.831760 -0.1 -0.1 -0.3
C -0.632329 3.848925 5.490233 0.4 0.1 0.0
O -0.411124 4.744770 6.242813 -0.2 0.1 0.0
C -2.040622 3.372168 5.104487 -0.5 -0.2 0.0
F -2.140182 2.039602 5.183325 0.1 0.0 0.0
F -2.318027 3.727215 3.837997 0.1 0.0 -0.1
F -2.958152 3.903779 5.893116 0.1 0.1 0.0
H 1.969478 1.891737 6.488386 0.1 0.0 -0.1
H 3.189246 3.180412 6.546127 0.0 0.0 0.0
H 1.582062 3.433749 7.230589 0.0 0.1 0.0
H 2.220872 3.008880 4.270475 -0.2 -0.1 -0.1
H 1.790106 4.557346 4.977574 -0.2 0.0 0.1

[5]
13
Properties=species:S:1:pos:R:3:forces:R:3 method="wB97M-V/def2-TZVPD" multiplicity=1 fmax_ev_per_a=0.459 homo_ha=-0.3245 e_above_lowest_kj_mol=507.5 energy_ev=-8361.246
C -0.499786 -0.380336 2.538500 0.1 0.2 -0.4
C -0.252664 -0.102458 1.392581 -0.1 0.0 0.4
C 0.019665 0.203815 -0.003873 0.1 0.0 0.1
C 1.472514 -0.082514 -0.438725 0.1 -0.1 0.0
C -0.252011 1.649799 -0.539463 -0.2 -0.2 -0.1
O -1.005087 1.172402 -1.521548 0.0 0.3 0.1
C -1.053200 -0.193435 -1.033210 -0.1 -0.3 0.0
H -0.721761 -0.608460 3.558843 0.1 0.0 -0.2
H 1.506525 -0.421021 -1.479160 0.0 0.1 0.2
H 1.945794 -0.832579 0.197993 -0.1 0.1 -0.1
H 2.046591 0.846527 -0.372599 0.0 -0.1 0.1
H -2.044404 -0.384613 -0.617182 0.2 -0.1 -0.1
H -0.798085 -0.926508 -1.803912 0.0 0.1 0.1